Record 1
Computed, not measured: a structure of composition H3N2O4, with ωB97M-V with the def2-TZVPD basis set.

Output
Maximum force (eV/Å): 2.56
E_LUMO (alpha / beta) (hartree): 0.1674 / 0.1674
Charge: -1
Energy relative to the best compared isomer or geometry (same formula, charge and spin) (kJ/mol): 50.2
Electronic energy (a.u.): -412.12730
HOMO level (alpha / beta) (eV): -3.912 / -3.913
Orbital gap (alpha / beta) (eV): 8.4678 / 8.4683

XYZ file:
```
9
Properties=species:S:1:pos:R:3:forces:R:3:mulliken_charge:R:1
O -0.47376 -1.53435 -1.07107 0.1 1.3 0.9 -0.7100
O 1.67259 0.58640 -0.36983 1.6 -1.2 0.4 -0.2438
O 3.15624 -0.83841 0.21280 -2.5 0.5 0.0 -0.5168
O -0.07083 1.83275 1.03851 0.3 -0.7 -1.4 -0.5530
N 1.93770 -0.53704 0.23804 2.2 0.9 -0.6 0.1305
N -0.03200 1.07692 0.03670 -1.6 1.8 -0.1 -0.0420
H -0.15425 -1.23143 -0.15538 -0.5 -0.4 -2.0 0.4341
H -0.57269 -0.66158 -1.53424 0.2 -1.3 0.9 0.3274
H 0.00770 1.68503 -0.92193 0.2 -0.9 1.9 0.1737
```
Forces are in eV/Å.

---

Record 2
Computed, not measured: a cluster of 2 separate species, H3N2OS in total, with ωB97M-V with the def2-TZVPD basis set.

Output
Maximum force (eV/Å): 3.42
E_LUMO (hartree): 0.1599
Charge: -1
Energy relative to the best compared isomer or geometry (same formula, charge and spin) (kJ/mol): 201.4
Electronic energy (a.u.): -584.65355
HOMO level (eV): -3.059
Orbital gap (eV): 7.4091

XYZ file:
```
7
Properties=species:S:1:pos:R:3:forces:R:3:mulliken_charge:R:1
S -2.23122 -0.05175 0.04421 0.7 -0.6 0.1 -0.5478
O 1.17891 0.93102 0.01421 -0.9 2.4 0.0 -0.6522
N 0.67068 -1.24937 0.00880 -1.4 -1.8 0.5 -0.8289
N 1.37780 -0.30195 0.07438 3.4 -0.6 -0.2 0.3920
H -1.00556 -0.86548 0.32411 -0.4 0.9 -0.7 0.2972
H -1.47427 0.62178 -0.84460 -0.2 0.0 0.2 0.1108
H 2.47895 -0.42859 0.13004 -1.2 -0.2 0.0 0.2287
```
Forces are in eV/Å.

---

Record 3
Computed, not measured: a structure of composition H3N3, with ωB97M-V with the def2-TZVPD basis set.

Output
Maximum force (eV/Å): 4.05
E_LUMO (alpha / beta) (hartree): 0.0284 / 0.0284
Energy relative to the best compared isomer or geometry (same formula, charge and spin) (kJ/mol): 472.3
Electronic energy (a.u.): -165.92378
HOMO level (alpha / beta) (eV): -8.295 / -8.295
Orbital gap (alpha / beta) (eV): 9.0689 / 9.0684

XYZ file:
```
6
Properties=species:S:1:pos:R:3:forces:R:3:mulliken_charge:R:1
N 1.20742 -0.02722 0.28122 -2.7 -2.3 1.9 -0.5596
N -0.56441 -0.26304 -0.37585 1.3 -0.7 -1.1 -0.0731
N -1.35414 0.26758 0.28924 0.6 1.8 2.6 -0.1309
H 1.61721 -0.95863 0.07222 -0.5 0.5 0.1 0.2455
H -2.36302 0.48310 0.21702 0.6 -1.1 -1.1 0.2811
H 1.45695 0.49820 -0.48386 0.8 1.8 -2.4 0.2369
```
Forces are in eV/Å.

---

Record 4
Computed, not measured: a cluster of 2 separate species, H3N3 in total, with ωB97M-V with the def2-TZVPD basis set.

Output
Maximum force (eV/Å): 1.86
E_LUMO (alpha / beta) (hartree): 0.0119 / 0.0037
Energy relative to the best compared isomer or geometry (same formula, charge and spin) (kJ/mol): 489.0
Electronic energy (a.u.): -165.91743
HOMO level (alpha / beta) (eV): -10.033 / -8.607
Orbital gap (alpha / beta) (eV): 10.3568 / 8.7068

XYZ file:
```
6
Properties=species:S:1:pos:R:3:forces:R:3:mulliken_charge:R:1
N 0.08928 -1.09252 1.06532 0.4 -1.5 -1.1 -0.1019
N 0.23634 -0.94673 -0.09898 -0.1 0.3 0.8 -0.1042
N -0.49652 1.11191 -0.62460 0.0 0.6 0.5 -0.4927
H 0.15788 1.69987 -0.07192 -0.2 -0.6 -0.1 0.2261
H 0.25842 -2.15906 1.31095 -0.3 1.6 -0.1 0.2623
H -0.24540 1.38654 -1.58077 0.2 -0.5 -0.1 0.2104
```
Forces are in eV/Å.

---

Record 5
Computed, not measured: the molecule H3N3O3, with ωB97M-V with the def2-TZVPD basis set.

Output
Maximum force (eV/Å): 3.96
Spin multiplicity: 3
E_LUMO (alpha / beta) (hartree): 0.0231 / -0.1316
Energy relative to the best compared isomer or geometry (same formula, charge and spin) (kJ/mol): 532.8
Electronic energy (a.u.): -391.43393
HOMO level (alpha / beta) (eV): -6.590 / -10.287
Orbital gap (alpha / beta) (eV): 7.2193 / 6.7066
⟨S²⟩: 2.010

XYZ file:
```
9
Properties=species:S:1:pos:R:3:forces:R:3:mulliken_charge:R:1
O 0.63630 -0.81748 -1.83409 1.1 0.8 -2.0 -0.6515
O -0.48923 -1.95269 -0.27800 -1.3 -3.4 1.5 -0.7943
O -1.15810 0.00881 0.94198 -0.3 2.2 -1.0 -0.3023
N -0.41486 0.26589 -0.13292 0.9 0.6 3.5 0.1403
N 0.04112 -0.99516 -0.78799 0.3 2.2 0.9 0.9786
N 0.80157 1.14969 0.52605 -1.1 -1.5 -1.7 -0.3775
H 0.40033 2.05769 0.72269 -0.3 0.3 0.1 0.2891
H 1.34165 1.20943 -0.32338 0.7 0.4 -0.3 0.3095
H -1.15877 -0.92618 1.16567 0.1 -1.5 -0.9 0.4081
```
Forces are in eV/Å.

---

Record 6
Computed, not measured: a cluster of 2 separate species, H3N3O5S in total, with ωB97M-V with the def2-TZVPD basis set.

Output
Maximum force (eV/Å): 6.12
E_LUMO (hartree): -0.0104
Energy relative to the best compared isomer or geometry (same formula, charge and spin) (kJ/mol): 28.6
Electronic energy (a.u.): -940.23864
HOMO level (eV): -9.887
Orbital gap (eV): 9.6046

XYZ file:
```
12
Properties=species:S:1:pos:R:3:forces:R:3:mulliken_charge:R:1
S 2.13777 0.64170 -0.30051 -2.4 -1.4 -1.0 0.6632
O 2.57316 1.37895 0.82570 0.4 0.7 1.0 -0.4147
O 2.32218 -2.01476 0.38045 0.1 -1.0 0.3 -0.5583
O 0.31752 -1.22969 0.79225 1.0 -0.6 0.0 -0.4716
O -1.33371 0.02865 -1.61726 -0.6 -0.5 -0.7 -0.4322
O 0.59042 1.05044 -0.54346 4.3 2.7 3.4 -0.5009
N -2.21524 -0.25948 -0.80501 0.5 -0.1 -1.6 0.0293
N 1.47498 -1.18108 0.42930 -0.3 2.0 -0.5 0.7903
N -1.98172 0.09017 0.38669 2.4 2.9 2.1 -0.1001
H -2.80220 0.06075 0.93409 -0.7 -0.2 1.0 0.2620
H -1.12726 0.78101 0.68718 -2.4 -2.3 -1.2 0.2947
H 0.04410 0.65333 -1.16940 -2.3 -2.1 -2.7 0.4381
```
Forces are in eV/Å.

---

Record 7
Computed, not measured: the ion H3N4O2 with charge -1, with ωB97M-V with the def2-TZVPD basis set.

Output
Maximum force (eV/Å): 3.89
E_LUMO (hartree): 0.1815
Charge: -1
Energy relative to the best compared isomer or geometry (same formula, charge and spin) (kJ/mol): 129.0
Electronic energy (a.u.): -371.13423
HOMO level (eV): -2.785
Orbital gap (eV): 7.7231

XYZ file:
```
9
Properties=species:S:1:pos:R:3:forces:R:3:mulliken_charge:R:1
O -1.91377 0.27165 -0.40849 1.8 -1.4 -1.0 -0.6750
O -1.26806 -1.54284 -1.67071 0.6 -0.4 -0.5 -0.7858
N 1.28101 0.59627 1.19730 0.1 -1.5 -1.1 -0.5497
N 0.34552 0.83982 0.01347 1.9 0.9 2.7 -0.4287
N 0.33313 -0.30628 -0.66743 0.8 -1.0 -0.7 -0.3772
N -0.81400 -0.61742 -0.99099 -3.9 0.3 0.4 0.9284
H -1.15935 0.75718 0.09992 -0.2 0.9 0.6 0.4192
H 2.24276 0.33522 0.79311 -1.7 0.5 0.6 0.2425
H 0.95275 -0.33359 1.63382 0.6 1.7 -0.8 0.2262
```
Forces are in eV/Å.

---

Record 8
Computed, not measured: the molecule H3N4P, with ωB97M-V with the def2-TZVPD basis set.

Output
Maximum force (eV/Å): 3.68
E_LUMO (alpha / beta) (hartree): -0.0092 / -0.0092
Energy relative to the best compared isomer or geometry (same formula, charge and spin) (kJ/mol): 33.3
Electronic energy (a.u.): -562.00516
HOMO level (alpha / beta) (eV): -7.204 / -7.203
Orbital gap (alpha / beta) (eV): 6.9536 / 6.9523

XYZ file:
```
8
Properties=species:S:1:pos:R:3:forces:R:3:mulliken_charge:R:1
P -1.72565 2.35893 0.90699 -2.4 2.1 -0.1 -0.2081
N 0.37642 -0.92578 -0.99160 1.6 1.0 -1.2 -0.4284
N 0.45366 -0.69715 0.43953 -2.4 -0.6 -2.7 -0.1445
N 0.07778 0.44272 1.06770 1.4 0.2 1.5 -0.2268
N -0.92253 1.10252 0.91675 1.6 -1.3 -0.9 0.2808
H 1.33443 -0.88857 0.82687 1.3 -0.6 -0.2 0.2628
H 0.92511 -0.34078 -1.71560 -0.7 -0.6 2.4 0.2218
H -0.51922 -1.05190 -1.45065 -0.3 -0.1 1.3 0.2425
```
Forces are in eV/Å.

---

Record 9
Computed, not measured: the molecule H3N5, with ωB97M-V with the def2-TZVPD basis set.

Output
Maximum force (eV/Å): 3.94
E_LUMO (hartree): 0.0152
Energy relative to the best compared isomer or geometry (same formula, charge and spin) (kJ/mol): 82.3
Electronic energy (a.u.): -275.39290
HOMO level (eV): -9.406
Orbital gap (eV): 9.8188

XYZ file:
```
8
Properties=species:S:1:pos:R:3:forces:R:3:mulliken_charge:R:1
N 0.12211 0.36372 1.21641 0.5 -1.8 -0.8 -0.3097
N -0.11693 1.25368 0.33141 -0.6 1.6 2.1 0.1083
N 0.36854 -1.08752 -0.16931 -1.9 -0.1 1.1 -0.4180
N -0.06434 -0.28073 -1.14841 2.7 -2.7 1.0 0.1415
N -0.07956 1.05398 -0.87439 0.1 2.3 -1.4 -0.3111
H 1.35103 -1.17978 0.12703 -0.4 1.3 -1.1 0.2911
H -0.98882 -0.50666 -1.44825 -0.7 -0.6 -0.4 0.2667
H -0.59204 0.38331 1.96552 0.4 0.1 -0.5 0.2312
```
Forces are in eV/Å.

---

Record 10
Computed, not measured: a cluster of 2 separate species, H3NO2 in total, with ωB97M-V with the def2-TZVPD basis set.

Output
Maximum force (eV/Å): 6.03
E_LUMO (hartree): -0.0613
Energy relative to the best compared isomer or geometry (same formula, charge and spin) (kJ/mol): 74.6
Electronic energy (a.u.): -206.90084
HOMO level (eV): -10.615
Orbital gap (eV): 8.9461

XYZ file:
```
6
Properties=species:S:1:pos:R:3:forces:R:3:mulliken_charge:R:1
O 0.37801 -0.49995 0.78293 -3.6 -4.2 -2.4 -0.3192
O 0.13375 1.48556 -0.57536 1.0 0.1 -0.2 -0.6292
N -0.53290 -1.04440 0.06442 3.0 1.9 2.8 0.0090
H -0.47459 1.26461 0.12391 -0.8 0.4 0.1 0.3471
H -0.33533 -2.07248 -0.11843 0.6 0.7 0.5 0.2406
H 0.83107 0.86666 -0.27747 -0.1 1.2 -0.9 0.3517
```
Forces are in eV/Å.